51
Properties=species:S:1:pos:R:3:forces:R:3 method="wB97M-V/def2-TZVPD" energy_ha=-1045.2956 relative_energy_kcal_mol=21.1 homo_lumo_gap_ha=0.262 total_charge=+1
C -4.251371 1.062902 -1.516440 -1.5930 0.6488 -0.5475
C -3.080957 0.219235 -1.454139 1.4865 -0.8670 1.0504
C -2.877286 -1.090835 -1.868318 -0.0294 -0.0684 0.2361
C -1.643394 -1.491396 -1.318489 0.4312 1.1317 -1.1291
C -1.029816 -0.347456 -0.756212 0.6227 -0.7683 1.8367
B -0.153712 -0.256425 0.699670 0.4170 -0.2057 -1.5312
O 0.352054 1.099348 0.829113 -0.8454 -0.2425 0.9698
C -0.393897 1.868995 1.777881 0.8604 0.7397 -0.7588
C -1.409499 0.979500 2.461069 -0.4795 -0.4176 -0.1660
N -0.987736 -0.401478 2.077651 -0.1317 0.0276 0.5978
C -2.091421 -1.382717 2.152410 -0.3992 -0.0760 0.2778
C 0.153620 -0.853496 2.963102 0.0313 0.0561 -0.2223
C 0.999164 -1.753687 2.068223 0.8931 -0.1448 -0.4810
O 0.765973 -1.392107 0.702945 -1.1008 0.6025 1.1299
O -2.016368 0.661045 -0.737868 -0.1085 -0.3842 -1.4348
H -5.068961 0.449683 -1.929892 0.2050 0.4170 0.0972
H -4.597174 1.444048 -0.537867 0.4309 -0.2189 -0.3449
H -4.104343 1.929173 -2.182801 -0.0087 -0.2425 0.2621
H -3.548592 -1.682269 -2.499890 0.2544 0.3308 0.5003
H -1.137369 -2.434234 -1.514808 -0.2620 0.2378 0.3660
H 0.308327 2.263409 2.521081 -0.0671 0.1902 -0.2002
H -0.880555 2.711179 1.237920 0.2513 -0.4216 0.5272
H -1.374639 1.059330 3.547853 -0.2286 0.1143 -0.0519
H -2.427269 1.188463 2.092364 0.3936 -0.3614 0.1837
H -2.226157 -1.639531 3.227425 -0.1525 -0.0055 -0.8375
H -3.023039 -0.921652 1.770513 0.5708 -0.3442 0.0903
H -1.837917 -2.276877 1.559691 -0.0865 0.3550 0.3297
H 0.719077 0.027841 3.286298 -0.2433 -0.1900 -0.0984
H -0.238998 -1.401723 3.822615 0.0458 0.2786 0.0023
H 2.078690 -1.601273 2.275606 -0.5685 -0.2973 0.1225
H 0.725451 -2.806424 2.220057 0.2143 0.1497 -0.0931
C 0.309382 1.260931 -2.564084 -0.0616 0.6933 -0.6167
C 0.815158 0.047541 -1.804171 0.4260 0.5154 -1.4516
C 0.926538 -1.223940 -2.598571 -0.2556 -0.7586 -0.4516
C 2.089722 0.289693 -1.107038 1.3230 0.6216 0.9401
C 3.045267 -0.733025 -0.841644 0.0759 0.5507 0.3011
C 4.196176 -0.480283 -0.072957 -0.8818 0.0082 -0.1847
C 4.416917 0.799939 0.457862 -0.0836 -0.2328 -0.6764
C 3.633786 1.862389 -0.005544 -0.3171 0.1803 -0.0210
C 2.504414 1.611808 -0.781688 -0.1592 -0.5662 0.0798
H -0.016106 2.134400 -1.931546 0.4016 -1.0750 -0.5085
H 1.166756 1.618299 -3.229762 -1.0909 -0.4633 0.8064
H -0.525593 0.980545 -3.232002 0.3097 0.1377 0.3480
H 1.067313 -2.075297 -1.912206 -0.1649 0.2717 -0.4021
H 0.062850 -1.411899 -3.245842 0.1469 0.1134 0.2123
H 1.823173 -1.185357 -3.249779 -0.4037 0.1630 0.3765
H 2.910485 -1.731818 -1.248304 -0.0291 0.1857 0.3761
H 4.868992 -1.316750 0.128435 -0.1474 0.3839 0.0351
H 5.233327 0.965073 1.153422 -0.0147 0.0601 -0.1789
H 3.860918 2.908800 0.248101 -0.0098 -0.6613 -0.0194
H 1.908663 2.448395 -1.139460 0.1329 -0.1520 0.3523

50
Properties=species:S:1:pos:R:3:forces:R:3 method="wB97M-V/def2-TZVPD" spin_multiplicity=4 energy_ha=-2460.2165 s2=4.0726 relative_energy_kcal_mol=2.3 homo_lumo_gap_ha="0.206 / 0.216" total_charge=+2
C -3.759081 5.329443 -0.811428 -1.0388 1.4336 -0.2530
C -5.214662 4.876743 -0.914791 0.0154 -0.3740 0.0353
C -3.602970 6.291688 0.364589 0.2379 -0.1593 0.2134
C -3.344358 6.024578 -2.106843 0.2749 -0.2035 -0.1243
Cl -2.681467 3.873000 -0.541740 0.1392 -0.2249 0.0454
H -4.229566 7.175825 0.228523 -0.0595 -0.1461 -0.2361
H -2.578164 6.649319 0.459464 0.0611 -0.0958 0.0153
H -3.912463 5.834233 1.303929 0.0739 -0.0932 0.0045
H -5.875139 5.732452 -1.073012 0.2637 0.1259 0.0157
H -5.554138 4.389812 -0.000985 0.0849 -0.0887 0.0112
H -5.371950 4.205843 -1.758885 0.0859 -0.0907 0.0291
H -3.964314 6.904884 -2.289780 -0.1085 -0.0927 0.2427
H -3.467747 5.373110 -2.971612 0.0707 -0.0898 0.0338
H -2.313112 6.373796 -2.064734 0.0578 -0.0923 0.0201
C -0.393261 -1.502906 1.711164 -0.6396 0.5590 0.3321
C 0.093299 -0.222181 2.165578 -1.1401 -0.0002 0.5273
C -0.852991 0.792620 1.715986 -0.6252 -0.6769 0.4735
H 0.920954 -0.076633 2.858825 -0.3040 -0.0394 -0.3059
C -1.854198 0.113046 0.910179 -0.0470 0.1024 1.3193
C -1.643725 -1.299444 1.036796 0.8558 0.4372 0.0115
H -2.359412 -2.078398 0.729606 0.5887 0.5296 -0.1697
H 0.078688 -2.460641 1.962012 -0.1918 0.4868 -0.3515
H -0.898827 1.838786 2.014867 0.0921 -0.3600 -0.1753
H -2.730821 0.605888 0.475206 0.4818 -0.2008 0.0062
C 1.527482 0.510146 -1.606187 0.3983 0.6150 0.5828
C 2.319376 0.084712 -0.473157 -0.0611 1.2669 -0.3149
C 2.041299 0.980976 0.613177 0.6334 0.2062 -0.8434
H 3.110945 -0.669990 -0.452961 -0.7463 0.0560 0.0547
C 1.092745 1.967151 0.149065 0.1843 0.1204 -0.4529
C 0.754596 1.657272 -1.213966 0.9853 -0.3713 0.0906
H 0.075593 2.217822 -1.847818 -0.0063 -0.0805 0.1429
H 1.578933 0.105607 -2.614960 -0.2642 -0.1155 0.4087
H 2.570689 0.982344 1.563435 -0.3072 0.0005 -0.2249
H 0.746728 2.836727 0.695170 0.0053 -0.1885 -0.0501
Mn 0.183314 0.065434 0.104235 0.0945 -2.4310 -1.1646
C -0.503058 -5.897557 -0.946228 -0.2605 -0.4365 0.1300
C 0.245332 -4.657860 -1.238232 0.8370 0.4542 -0.5845
C 1.378475 -4.417860 -2.007503 -0.5494 0.4982 0.2063
C 1.611484 -3.027162 -1.947589 -1.0165 -0.7881 0.7761
N 0.706637 -2.431793 -1.131845 -0.0434 0.1473 -0.2869
N -0.111707 -3.454856 -0.751169 -0.1281 -0.0903 0.2996
C 2.710144 -2.405127 -2.709075 0.5605 0.1819 -0.2572
H -0.983660 -6.294055 -1.853736 0.1681 0.1476 0.3087
H 0.179957 -6.667528 -0.560297 -0.2586 0.2079 -0.1134
H -1.280386 -5.710362 -0.194653 0.1336 -0.1581 -0.1614
H 1.962473 -5.115075 -2.584709 -0.0900 -0.1148 0.0795
H -0.914547 -3.305285 -0.153338 0.3934 0.0410 -0.3272
H 3.491788 -3.177046 -2.754986 0.0023 0.5387 -0.1697
H 2.418562 -2.161841 -3.742507 0.0129 -0.1094 0.3090
H 3.120393 -1.503794 -2.253040 0.0934 -0.2442 -0.1584

56
Properties=species:S:1:pos:R:3:forces:R:3 method="wB97M-V/def2-TZVPD" energy_ha=-2482.4852 relative_energy_kcal_mol=28.8 smiles="CCCN(C(=O)c1cc(S(=O)(=O)N2CCCCC2)ccc1Cl)[C@H]1CCS(=O)(=O)C1" homo_lumo_gap_ha=0.352
C 3.953199 -0.819863 0.499711 -0.1062 0.0075 -0.2393
H 4.919668 -0.319655 0.498851 0.1319 0.0255 0.0690
C 3.061032 -0.281336 -0.613395 0.1320 0.1216 0.1594
H 3.526179 -0.506430 -1.573909 -0.0890 -0.0168 -0.1062
H 2.102960 -0.797596 -0.569858 0.0054 0.0071 -0.1272
C 2.850082 1.231574 -0.448506 0.1714 -0.3860 0.1271
N 1.617119 1.782632 -1.005921 0.1114 -0.0291 -0.3920
C 0.586793 2.029199 -0.148663 0.0298 0.1296 0.3415
O -0.257513 2.889546 -0.279318 -0.1074 0.0895 0.1239
C 0.509882 1.057046 0.994706 -0.3291 -0.1522 0.1755
C 0.076857 -0.226995 0.689678 0.0637 0.1551 0.0819
C -0.086233 -1.155108 1.695751 -0.0898 -0.6065 -0.1928
C 0.160000 -0.828699 3.016015 -0.0324 -0.0887 0.0596
C 0.567709 0.455781 3.337009 0.0070 0.0825 -0.1089
C 0.739838 1.392178 2.325185 -0.1025 -0.2260 -0.1664
Cl 1.293606 2.980144 2.711016 0.0765 0.1359 0.0746
H 0.763441 0.733799 4.360535 0.0350 0.0273 0.0794
H 0.042027 -1.587003 3.773826 0.0206 -0.0460 0.1445
S -0.549496 -2.826309 1.209387 0.0706 -0.2236 0.1200
O -0.273505 -3.686513 2.324197 -0.1549 0.2825 0.1759
O 0.111362 -3.079169 -0.037673 -0.1828 0.3002 -0.1746
N -2.171847 -2.869481 0.944531 1.0603 -0.1311 0.1099
C -2.711034 -2.249425 -0.244972 0.0146 0.4509 -0.6198
C -3.255388 -0.843274 0.011909 -0.2062 -0.2186 0.0204
C -4.231180 -0.861252 1.186170 0.2500 0.1895 0.0741
C -3.540812 -1.443333 2.418162 -0.2121 -0.1762 -0.1779
C -3.035937 -2.851022 2.099642 -0.1669 0.1013 0.7628
H -2.462376 -3.272664 2.925363 -0.2619 -0.0592 0.0466
H -3.888909 -3.508275 1.894159 0.0757 -0.0134 0.0142
H -2.699955 -0.805666 2.700826 -0.0111 0.0231 0.0714
H -4.233489 -1.489824 3.260022 0.0425 0.0083 0.0640
H -4.584059 0.150051 1.394614 -0.0866 -0.0234 -0.0242
H -5.097975 -1.477021 0.934089 -0.1094 -0.0025 -0.0102
H -2.435393 -0.158101 0.228276 -0.0120 0.0528 -0.0393
H -3.746776 -0.488145 -0.893829 0.0449 0.0461 -0.0522
H -1.914028 -2.230142 -0.987642 -0.1720 -0.0370 -0.1494
H -3.518241 -2.892954 -0.614878 0.0886 0.0054 -0.0055
H -0.144504 -0.488723 -0.333936 0.1004 0.0221 -0.0911
C 1.695684 2.408052 -2.326381 0.3765 0.5413 0.0576
C 0.325895 2.652124 -2.932384 -0.2123 -0.7152 -0.0360
H 0.396356 3.207805 -3.862027 0.0874 -0.0300 -0.1322
H -0.386489 3.108853 -2.255532 -0.0788 -0.1095 -0.1156
S -0.200369 0.962437 -3.356726 0.0274 0.0525 -0.5575
O -0.795718 0.302572 -2.226136 -0.0093 -0.0238 0.4205
O -0.950639 0.960658 -4.581236 0.0866 0.1627 -0.3028
C 1.483109 0.296045 -3.625736 -0.5920 0.3077 0.1446
C 2.388908 1.481246 -3.349063 0.2941 0.1806 0.1835
H 3.372197 1.164383 -3.006971 0.0235 -0.0019 -0.0514
H 2.530217 2.060494 -4.263750 0.0408 0.0181 0.0542
H 1.615171 -0.520466 -2.924583 -0.0415 -0.0706 0.0767
H 1.544983 -0.065608 -4.645958 -0.0854 -0.0394 -0.0697
H 2.260587 3.350453 -2.246924 -0.1376 -0.1214 -0.0740
H 2.858498 1.455042 0.620785 0.1024 0.0658 -0.1066
H 3.690013 1.778403 -0.887686 -0.0273 0.0297 0.0922
H 3.484152 -0.669237 1.469473 -0.0350 0.0287 0.1485
H 4.114561 -1.885513 0.364490 0.0804 -0.1029 0.0494